1.
This record from the OMol25 dataset describes 2 unconnected molecules or ions with the total composition C9H14O at a distorted geometry. The level of theory is ωB97M-V with the def2-TZVPD basis set.

The orbital gap is 9.253 eV. As for the HOMO energy: -0.3071 Ha. The largest force on an atom is 0.0359 hartree/bohr. The calculation puts the energy above the lowest of the compared OMol25 structures with the same formula, charge and spin at 0.263 eV. The LUMO energy comes out at 0.896 eV. The SMILES is Cc1ccc(O)cc1.CC.

Last column: natural (NBO) charge in e.
CARTESIAN COORDINATES (ANGSTROEM)
C  -0.68  2.13  -4.08  -0.62
C  -0.37  1.74  -2.66  -0.06
C  0.54  0.72  -2.42  -0.17
C  0.85  0.33  -1.12  -0.33
C  0.18  0.92  -0.08  0.38
O  0.43  0.63  1.25  -0.69
C  -0.75  1.95  -0.28  -0.29
C  -0.99  2.35  -1.57  -0.19
H  -1.27  1.38  -4.63  0.22
H  0.22  2.23  -4.67  0.22
H  -1.30  3.01  -4.11  0.21
H  0.98  0.20  -3.26  0.21
H  1.65  -0.38  -0.96  0.21
H  1.00  -0.14  1.31  0.47
H  -1.26  2.43  0.54  0.23
H  -1.64  3.17  -1.85  0.21
C  0.32  -2.39  2.98  -0.61
C  0.24  -3.28  4.22  -0.61
H  1.19  -1.73  2.99  0.19
H  0.45  -2.97  2.06  0.20
H  -0.57  -1.81  2.80  0.21
H  -0.22  -2.74  5.03  0.21
H  -0.26  -4.22  4.02  0.21
H  1.25  -3.54  4.52  0.20

2.
This record from the OMol25 dataset describes 2 unconnected molecules or ions with the total composition CH5OPS at a distorted geometry. The level of theory is ωB97M-V with the def2-TZVPD basis set.

The orbital gap (alpha / beta) is 7.521 / 9.186 eV. As for the HOMO energy (alpha / beta): -0.2504 / -0.3701 Ha. The largest force on an atom is 0.0389 hartree/bohr. Its spin multiplicity is 3. The calculation puts the energy above the lowest of the compared OMol25 structures with the same formula, charge and spin at 1.516 eV. The LUMO energy (alpha / beta) comes out at 0.707 / -0.885 eV.

Last column: natural (NBO) charge in e.
CARTESIAN COORDINATES (ANGSTROEM)
C  0.52  -0.68  -2.03  -0.05
O  -0.40  -1.21  -1.20  -0.81
P  -0.58  -1.53  0.35  0.72
S  1.16  -1.26  1.44  -0.33
H  0.17  -0.42  -3.02  0.17
H  1.51  -0.49  -1.67  0.15
H  -0.75  -1.77  4.07  0.01
H  -1.06  -1.84  3.37  -0.01
H  1.93  -1.69  0.37  0.15

3.
This record from the OMol25 dataset describes a molecular structure, C26H26Cl4N4O4PPd at a distorted geometry. The level of theory is ωB97M-V with the def2-TZVPD basis set.

The orbital gap is 4.698 eV. As for the HOMO energy: -0.5492 Ha. The largest force on an atom is 0.0243 hartree/bohr. The calculation puts the energy above the lowest of the compared OMol25 structures with the same formula, charge and spin at 0.861 eV. The LUMO energy comes out at -10.245 eV. Its total charge is +3.

Last column: natural (NBO) charge in e.
CARTESIAN COORDINATES (ANGSTROEM)
Pd  -0.03  0.56  -0.13  0.86
Cl  -2.53  7.12  -1.25  0.21
C  -1.85  5.70  -0.66  -0.05
C  -0.94  5.81  0.54  0.01
Cl  -0.71  7.34  1.18  0.25
C  -0.33  4.73  1.12  -0.15
Cl  0.67  4.83  2.49  0.10
C  -0.56  3.44  0.55  0.45
O  -0.08  2.39  1.01  -0.60
C  -1.45  3.32  -0.72  0.48
O  -1.54  2.20  -1.17  -0.51
C  -2.11  4.50  -1.24  -0.19
Cl  -3.14  4.28  -2.57  0.16
C  -0.42  -1.98  4.48  -0.05
N  -0.31  -0.43  4.49  -0.39
C  -1.74  0.14  4.69  -0.05
N  -2.62  -0.36  3.69  -0.42
C  -2.67  -1.82  3.72  -0.08
N  -1.34  -2.40  3.49  -0.42
C  -0.86  -2.24  2.12  -0.53
P  -0.71  -0.44  1.77  1.00
C  0.31  0.07  3.22  -0.56
C  -2.35  0.17  2.35  -0.53
H  -0.76  -2.26  5.48  0.25
H  0.58  -2.37  4.31  0.24
H  0.28  -0.15  5.28  0.45
H  -1.65  1.22  4.67  0.23
H  -2.05  -0.19  5.68  0.25
H  -3.35  -2.18  2.95  0.24
H  -3.03  -2.15  4.69  0.24
H  -1.56  -2.70  1.42  0.27
H  0.10  -2.73  1.99  0.26
H  0.37  1.16  3.26  0.28
H  1.32  -0.33  3.14  0.27
H  -3.14  -0.15  1.67  0.27
H  -2.34  1.26  2.37  0.25
C  1.14  -0.40  -6.72  -0.26
O  1.71  -1.25  -5.73  -0.52
C  2.38  -2.34  -6.16  0.38
C  2.46  -2.76  -7.49  -0.30
C  3.21  -3.87  -7.83  -0.13
C  3.91  -4.59  -6.87  -0.21
C  3.84  -4.19  -5.55  -0.17
C  3.05  -3.10  -5.20  -0.02
N  3.08  -2.72  -3.81  -0.41
C  2.16  -2.28  -3.00  0.25
C  0.73  -2.24  -3.17  -0.16
C  0.05  -3.04  -4.10  -0.13
C  -1.33  -3.06  -4.13  -0.22
C  -2.05  -2.26  -3.25  -0.12
C  -1.40  -1.45  -2.33  -0.30
C  -0.01  -1.43  -2.27  0.34
O  0.67  -0.66  -1.40  -0.67
H  0.71  0.44  -6.18  0.21
H  0.35  -0.92  -7.27  0.19
H  1.90  -0.04  -7.41  0.20
H  1.95  -2.20  -8.26  0.24
H  3.26  -4.17  -8.87  0.25
H  4.52  -5.44  -7.15  0.25
H  4.37  -4.74  -4.79  0.23
H  4.00  -2.82  -3.40  0.43
H  2.55  -1.97  -2.04  0.23
H  0.61  -3.67  -4.77  0.24
H  -1.84  -3.70  -4.83  0.25
H  -3.13  -2.27  -3.28  0.24
H  -1.96  -0.83  -1.64  0.21

4.
This record from the OMol25 dataset describes a molecular structure, C2H2CoO3 at a distorted geometry. The level of theory is ωB97M-V with the def2-TZVPD basis set.

The orbital gap (alpha / beta) is 10.838 / 7.316 eV. As for the HOMO energy (alpha / beta): -1.0578 / -1.0457 Ha. The largest force on an atom is 0.0682 hartree/bohr. Its spin multiplicity is 5. The calculation puts the energy above the lowest of the compared OMol25 structures with the same formula, charge and spin at 0.000 eV. The LUMO energy (alpha / beta) comes out at -17.947 / -21.138 eV. Its total charge is +3.

Last column: natural (NBO) charge in e.
CARTESIAN COORDINATES (ANGSTROEM)
H  -0.54  0.69  1.04  0.35
O  -0.45  1.01  -1.13  0.29
O  -1.09  -0.26  -1.28  0.02
C  0.13  0.46  0.13  0.21
C  -0.61  -0.80  -0.21  0.14
Co  -0.62  -2.77  0.28  1.82
O  1.45  0.52  0.25  -0.42
H  1.72  1.15  0.93  0.59

5.
This record from the OMol25 dataset describes H4N2S3 in the gas phase at a distorted geometry. The level of theory is ωB97M-V with the def2-TZVPD basis set.

The orbital gap (alpha / beta) is 7.835 / 7.834 eV. As for the HOMO energy (alpha / beta): -0.2962 / -0.2961 Ha. The largest force on an atom is 0.0699 hartree/bohr. The calculation puts the energy above the lowest of the compared OMol25 structures with the same formula, charge and spin at 0.921 eV. The LUMO energy (alpha / beta) comes out at -0.224 / -0.223 eV. The SMILES is SNSNS.

Last column: natural (NBO) charge in e.
CARTESIAN COORDINATES (ANGSTROEM)
S  -1.87  -1.09  -0.12  0.20
N  -1.77  0.57  -0.24  -0.87
S  0.10  0.92  -1.25  0.45
N  1.00  0.47  0.11  -0.96
S  1.69  -1.07  0.41  0.18
H  -0.60  -1.21  0.63  0.11
H  -2.46  0.99  -0.84  0.38
H  0.86  1.11  0.89  0.40
H  3.05  -0.68  0.42  0.12

6.
This record from the OMol25 dataset describes a gas-phase ion, C3H4NO (charge +1) at a distorted geometry. The level of theory is ωB97M-V with the def2-TZVPD basis set.

The orbital gap (alpha / beta) is 7.728 / 7.725 eV. As for the HOMO energy (alpha / beta): -0.5322 / -0.5322 Ha. The largest force on an atom is 0.1061 hartree/bohr. The calculation puts the energy above the lowest of the compared OMol25 structures with the same formula, charge and spin at 4.963 eV. The LUMO energy (alpha / beta) comes out at -6.754 / -6.756 eV. Its total charge is +1.

Last column: natural (NBO) charge in e.
CARTESIAN COORDINATES (ANGSTROEM)
C  -1.04  -0.30  0.09  0.28
C  -0.90  -0.40  -1.17  0.08
C  1.19  0.24  -0.99  0.31
N  -0.79  -0.16  1.33  -0.73
O  0.31  -0.43  -1.65  -0.29
H  0.90  0.86  -0.01  0.23
H  2.17  0.19  -1.44  0.23
H  -0.89  0.85  1.82  0.45
H  -0.94  -0.85  2.03  0.44

7.
This record from the OMol25 dataset describes 2 unconnected molecules or ions with the total composition C6H12IN2 at a distorted geometry. The level of theory is ωB97M-V with the def2-TZVPD basis set.

The orbital gap is 9.400 eV. As for the HOMO energy: -0.4837 Ha. The largest force on an atom is 0.0557 hartree/bohr. The calculation puts the energy above the lowest of the compared OMol25 structures with the same formula, charge and spin at 0.549 eV. The LUMO energy comes out at -3.761 eV. Its total charge is +1.

Last column: natural (NBO) charge in e.
CARTESIAN COORDINATES (ANGSTROEM)
C  -2.16  -0.09  0.39  -0.18
C  -2.05  -1.43  0.17  -0.07
C  -1.15  1.05  0.48  -0.33
C  0.33  -2.13  -0.32  0.39
C  -0.79  1.77  -0.59  -0.11
C  0.23  2.78  -0.47  -0.66
N  1.03  -1.09  0.08  -0.72
N  -0.99  -2.31  -0.33  -0.53
I  4.72  -0.38  -0.10  -0.09
H  -3.05  0.22  0.87  0.24
H  -3.03  -2.00  0.31  0.24
H  -0.93  1.34  1.52  0.24
H  0.56  -0.18  0.26  0.44
H  0.86  -3.12  -0.37  0.24
H  0.58  2.84  0.59  0.22
H  -0.17  3.70  -0.91  0.25
H  1.21  2.61  -0.96  0.23
H  2.02  -0.97  0.09  0.44
H  -0.98  1.48  -1.60  0.22
H  5.13  -0.85  1.37  0.12
H  -1.36  -3.24  -0.48  0.44

8.
This record from the OMol25 dataset describes C8H10N4S2 in the gas phase at a distorted geometry. The level of theory is ωB97M-V with the def2-TZVPD basis set.

The orbital gap is 8.878 eV. As for the HOMO energy: -0.3009 Ha. The largest force on an atom is 0.0257 hartree/bohr. The calculation puts the energy above the lowest of the compared OMol25 structures with the same formula, charge and spin at 1.252 eV. The LUMO energy comes out at 0.691 eV. The SMILES is CN(c1nccs1)N(C)c1nccs1.

Last column: natural (NBO) charge in e.
CARTESIAN COORDINATES (ANGSTROEM)
C  -0.58  1.75  -1.60  -0.41
N  -0.59  0.99  -0.36  -0.28
C  -1.50  -0.01  -0.19  0.27
N  -2.51  -0.21  -0.96  -0.52
C  -3.28  -1.24  -0.51  -0.03
C  -2.86  -1.83  0.63  -0.47
S  -1.40  -1.09  1.20  0.34
N  0.59  0.99  0.36  -0.28
C  0.58  1.74  1.60  -0.41
C  1.50  -0.01  0.19  0.27
N  2.51  -0.21  0.96  -0.52
C  3.28  -1.24  0.51  -0.03
C  2.86  -1.83  -0.63  -0.47
S  1.40  -1.09  -1.20  0.34
H  -0.19  2.74  -1.39  0.21
H  0.03  1.27  -2.36  0.20
H  -1.61  1.81  -1.95  0.24
H  -4.15  -1.51  -1.07  0.21
H  -3.29  -2.65  1.17  0.24
H  0.19  2.74  1.39  0.21
H  -0.03  1.26  2.37  0.20
H  1.61  1.81  1.95  0.24
H  4.15  -1.51  1.07  0.21
H  3.29  -2.65  -1.17  0.24

9.
This record from the OMol25 dataset describes a gas-phase ion, C12H21N2O (charge +1) at a distorted geometry. The level of theory is ωB97M-V with the def2-TZVPD basis set.

The orbital gap is 9.798 eV. As for the HOMO energy: -0.4500 Ha. The largest force on an atom is 0.0481 hartree/bohr. The calculation puts the energy above the lowest of the compared OMol25 structures with the same formula, charge and spin at 2.135 eV. The LUMO energy comes out at -2.447 eV. Its total charge is +1. The SMILES is C[C@H]1CCC(=O)N1CC#CC[N+](C)(C)C.

Last column: natural (NBO) charge in e.
CARTESIAN COORDINATES (ANGSTROEM)
C  1.77  4.14  0.15  -0.61
C  1.13  3.50  -1.10  -0.04
C  2.22  3.08  -2.11  -0.40
C  1.79  1.70  -2.66  -0.50
C  0.83  1.23  -1.61  0.69
O  0.49  0.04  -1.47  -0.65
N  0.44  2.26  -0.78  -0.43
C  -0.86  2.23  -0.08  -0.31
C  -0.85  1.26  1.01  0.19
C  -0.89  0.33  1.76  -0.15
C  -0.93  -0.76  2.73  -0.28
N  -0.05  -1.89  2.32  -0.22
C  1.26  -1.38  1.82  -0.44
C  0.16  -2.80  3.46  -0.43
C  -0.71  -2.68  1.27  -0.43
H  2.47  3.44  0.61  0.21
H  1.00  4.27  0.89  0.20
H  2.24  5.11  -0.03  0.23
H  0.48  4.24  -1.51  0.19
H  3.19  2.98  -1.65  0.21
H  2.31  3.84  -2.90  0.23
H  1.27  1.83  -3.61  0.24
H  2.63  1.05  -2.79  0.24
H  -1.17  3.20  0.31  0.25
H  -1.58  1.93  -0.84  0.24
H  -2.00  -1.09  2.89  0.26
H  -0.54  -0.37  3.69  0.25
H  1.12  -0.90  0.84  0.28
H  1.97  -2.21  1.72  0.23
H  1.69  -0.62  2.51  0.24
H  0.39  -2.32  4.42  0.25
H  1.01  -3.50  3.22  0.24
H  -0.72  -3.47  3.59  0.24
H  -1.69  -2.98  1.62  0.23
H  -0.74  -2.10  0.33  0.27
H  -0.10  -3.58  1.02  0.24